{
  "formula": "C4H5N3O",
  "method": "the ωB97M-V functional and the def2-TZVPD basis",
  "symbols": ["C", "N", "N", "N", "C", "C", "C", "O", "H", "H", "H", "H", "H"],
  "coordinates": [[2.589, -0.390, 0.113], [1.478, 0.322, -0.002], [0.287, -0.298, -0.423], [-0.178, -1.527, -0.108], [-1.422, -1.324, 0.166], [-1.973, 0.084, 0.177], [-0.743, 0.698, -0.039], [-0.414, 2.066, 0.059], [3.468, 0.257, 0.794], [2.406, -1.351, 0.102], [-2.100, -2.066, 0.321], [-2.812, 0.710, -0.130], [0.539, 2.030, -0.327]],
  "atomic_forces_ev_per_a": [[-0.95, 8.20, 3.11], [3.10, -2.06, -0.76], [-0.74, 5.08, 2.06], [0.01, -0.51, 0.35], [-1.85, 2.54, -0.66], [4.79, -0.14, -1.25], [-0.16, 1.00, -0.59], [1.37, -3.30, -1.85], [-2.45, -2.34, -2.72], [0.37, -5.33, -0.24], [-1.23, -2.56, 0.41], [-0.52, -1.03, 0.95], [-1.75, 0.46, 1.17]],
  "lowdin_charge": [0.019, -0.020, -0.129, 0.061, -0.145, 0.033, -0.275, 0.012, 0.158, -0.013, 0.066, 0.108, 0.124],
  "smiles": "C=Nn1nccc1O",
  "relative_energy_ev": 5.775,
  "e_tot_ev": -10741.840,
  "homo_lumo_gap_ev": 9.39
}


{
  "formula": "C3H13NO4",
  "method": "the ωB97M-V functional and the def2-TZVPD basis",
  "symbols": ["N", "C", "C", "C", "O", "H", "H", "H", "H", "H", "H", "H", "O", "H", "H", "O", "H", "H", "O", "H", "H"],
  "coordinates": [[0.277, 0.495, -0.829], [-0.720, -0.153, 0.051], [-2.077, 0.492, -0.187], [-2.632, -0.401, -1.324], [-3.635, -0.980, -1.251], [0.283, 1.475, -0.673], [1.323, 0.215, -0.709], [-0.531, -1.240, -0.069], [-0.407, 0.017, 0.999], [-1.987, 1.472, -0.690], [-2.870, 0.593, 0.662], [-2.002, -0.313, -2.317], [2.831, 0.036, 0.685], [2.471, -0.604, 1.249], [2.885, 0.743, 1.380], [0.846, -3.055, -1.469], [1.614, -2.573, -1.745], [0.064, -2.722, -1.892], [1.562, 1.821, 2.634], [1.059, 2.017, 3.349], [1.648, 2.666, 2.145]],
  "atomic_forces_ev_per_a": [[2.00, -1.09, -1.03], [1.81, 0.30, -1.50], [-1.75, -0.99, -0.94], [2.68, 3.31, -0.69], [-2.90, -2.27, -0.10], [-0.15, 0.96, 0.17], [-2.80, 0.23, 0.22], [-1.14, 0.35, -0.31], [0.59, 0.48, 3.44], [0.36, -0.19, 0.55], [1.75, -0.55, -1.31], [-0.64, -0.48, 1.42], [1.11, 2.35, 0.31], [-0.98, -2.19, 0.91], [0.06, -0.35, -1.17], [-0.01, -1.03, 0.95], [0.23, 0.57, -0.45], [-0.22, 0.50, -0.51], [2.48, 0.01, -3.89], [-2.38, 0.83, 3.51], [-0.10, -0.75, 0.40]],
  "lowdin_charge": [-0.022, -0.300, -0.142, -0.339, 0.074, 0.033, 0.081, 0.112, 0.052, 0.109, 0.147, 0.147, -0.058, 0.008, 0.042, -0.042, 0.026, 0.019, -0.010, -0.015, 0.077],
  "smiles": "NCCC=O.O.O.O",
  "relative_energy_ev": 2.949,
  "e_tot_ev": -13000.217,
  "homo_lumo_gap_ev": 8.91
}


{
  "formula": "C4H6N2OS",
  "method": "the ωB97M-V functional and the def2-TZVPD basis",
  "symbols": ["N", "C", "C", "C", "S", "C", "N", "O", "H", "H", "H", "H", "H", "H"],
  "coordinates": [[-3.007, -0.546, 0.080], [-1.630, -0.375, -0.003], [-0.568, -1.204, -0.018], [0.611, -0.358, 0.010], [2.306, -0.803, -0.093], [0.145, 0.921, 0.019], [0.753, 2.154, 0.098], [-1.207, 0.940, 0.031], [-3.278, -1.518, 0.122], [-3.533, -0.085, -0.687], [-0.579, -2.282, -0.065], [2.580, -0.937, 1.214], [0.286, 2.898, -0.465], [1.712, 2.085, -0.175]],
  "atomic_forces_ev_per_a": [[-0.69, 0.50, -0.75], [0.25, 0.01, -0.01], [-0.02, -0.03, -0.03], [0.02, 0.29, 0.01], [-0.12, 0.02, -0.08], [-0.20, -0.27, 0.02], [-0.67, 1.07, -0.68], [-0.26, -0.31, -0.03], [0.13, 0.01, 0.04], [0.61, -0.39, 0.75], [-0.03, 0.12, 0.01], [-0.05, 0.02, 0.04], [0.40, -1.02, 0.73], [0.62, -0.01, -0.02]],
  "lowdin_charge": [0.107, -0.383, -0.041, -0.602, 0.763, -0.428, 0.131, 0.099, 0.089, 0.108, 0.108, -0.139, 0.123, 0.066],
  "smiles": "Nc1cc(S)c(N)o1",
  "relative_energy_ev": 1.574,
  "e_tot_ev": -20107.767,
  "homo_lumo_gap_ev": 8.17
}


{
  "formula": "C6H8Cl3O2P",
  "method": "the ωB97M-V functional and the def2-TZVPD basis",
  "symbols": ["C", "C", "C", "C", "C", "C", "O", "O", "P", "Cl", "Cl", "Cl", "H", "H", "H", "H", "H", "H", "H", "H"],
  "coordinates": [[3.529, -1.460, -0.134], [-2.581, 0.189, 1.315], [2.368, -0.809, -0.200], [-2.600, 0.995, 0.001], [1.076, -1.394, 0.217], [-1.766, 1.954, -0.389], [-0.777, -2.936, -1.511], [0.057, -0.766, -0.500], [-1.105, -1.523, -1.462], [0.872, -1.033, 2.073], [-0.274, 2.387, 0.499], [-2.818, -1.458, 0.531], [4.451, -0.952, -0.303], [3.406, -2.446, 0.315], [-3.364, 0.625, 1.952], [-1.623, 0.066, 1.805], [2.120, 0.270, -0.459], [-3.463, 0.810, -0.653], [0.995, -2.529, 0.350], [-1.825, 2.499, -1.350]],
  "atomic_forces_ev_per_a": [[-1.85, 0.39, 0.65], [0.27, 0.55, -2.48], [-0.36, 1.39, -0.11], [0.20, 1.17, 0.68], [-0.64, -1.73, 1.21], [0.99, 0.02, -0.08], [-0.03, -1.17, -0.03], [-0.49, -0.55, -0.06], [1.31, 1.23, 0.00], [-0.14, 0.29, -0.61], [-1.11, -0.26, -0.45], [-1.07, -0.37, 1.77], [0.56, -0.19, -0.21], [0.84, -0.01, -0.40], [-0.06, -1.16, -0.01], [0.06, 0.49, 0.02], [1.19, -1.27, 0.03], [0.35, 0.05, 0.37], [0.11, 1.62, -1.11], [-0.13, -0.47, 0.81]],
  "lowdin_charge": [0.036, -0.439, -0.213, -0.349, -0.699, -0.514, -0.439, -0.464, 0.761, 0.522, 0.568, 0.579, 0.056, 0.075, 0.098, 0.004, 0.126, 0.098, 0.117, 0.076],
  "relative_energy_ev": 0.000,
  "e_tot_ev": -57301.569,
  "homo_lumo_gap_ev": 10.24
}


{
  "formula": "C21H38N6O4",
  "method": "the ωB97M-V functional and the def2-TZVPD basis",
  "symbols": ["C", "C", "C", "C", "C", "C", "C", "N", "C", "C", "N", "H", "H", "H", "H", "H", "H", "H", "H", "H", "H", "C", "N", "C", "C", "O", "H", "H", "H", "H", "H", "H", "H", "C", "N", "C", "C", "O", "H", "H", "H", "H", "H", "H", "H", "C", "N", "C", "C", "O", "H", "H", "H", "H", "H", "H", "H", "C", "N", "C", "C", "O", "H", "H", "H", "H", "H", "H", "H"],
  "coordinates": [[1.659, 2.389, -2.434], [0.490, 2.130, -2.163], [-1.040, 2.131, -1.760], [-1.204, 3.077, -0.470], [-1.006, 4.603, -0.963], [0.429, 5.124, -0.525], [1.016, 6.262, -1.420], [1.419, 7.038, -2.179], [0.388, 5.644, 0.980], [1.811, 5.506, 1.634], [2.841, 5.124, 2.003], [2.633, 2.898, -2.666], [-1.679, 2.591, -2.570], [-1.339, 1.076, -1.506], [-0.331, 2.833, 0.217], [-2.183, 2.921, 0.070], [-1.796, 5.237, -0.455], [-1.140, 4.716, -2.077], [1.138, 4.248, -0.572], [0.132, 6.753, 0.990], [-0.407, 5.113, 1.599], [5.324, 1.392, -5.984], [3.973, 1.867, -6.201], [3.696, 3.285, -6.066], [2.957, 1.025, -6.527], [1.805, 1.359, -6.722], [5.633, 1.643, -4.966], [5.993, 1.879, -6.699], [5.384, 0.312, -6.119], [2.942, 3.429, -5.288], [3.301, 3.664, -7.010], [4.603, 3.828, -5.803], [3.276, -0.028, -6.604], [0.480, -3.390, -1.049], [-0.352, -2.337, -0.508], [-1.772, -2.580, -0.338], [0.155, -1.131, -0.154], [-0.491, -0.205, 0.306], [0.119, -3.654, -2.047], [0.419, -4.264, -0.395], [1.519, -3.068, -1.120], [-2.334, -1.849, -0.926], [-2.032, -2.457, 0.714], [-2.028, -3.587, -0.664], [1.241, -1.052, -0.322], [-2.650, -1.607, 5.043], [-2.527, -0.476, 4.149], [-1.367, -0.390, 3.278], [-3.462, 0.507, 4.100], [-3.419, 1.482, 3.373], [-1.790, -1.626, 5.717], [-2.671, -2.527, 4.453], [-3.565, -1.540, 5.633], [-0.825, 0.534, 3.495], [-1.699, -0.364, 2.240], [-0.710, -1.246, 3.431], [-4.299, 0.343, 4.800], [-1.795, -7.545, 3.781], [-1.398, -6.161, 3.615], [-0.943, -5.415, 4.773], [-1.439, -5.541, 2.408], [-1.120, -4.384, 2.201], [-2.624, -7.595, 4.492], [-0.948, -8.116, 4.168], [-2.113, -7.976, 2.831], [-1.589, -4.548, 4.920], [0.077, -5.065, 4.598], [-0.966, -6.044, 5.664], [-1.799, -6.196, 1.598]],
  "atomic_forces_ev_per_a": [[-1.00, 0.65, 0.21], [-0.32, 1.04, -0.12], [1.29, 0.03, 0.68], [1.12, 0.35, -0.92], [-0.23, 0.02, 0.66], [0.39, 0.52, 0.09], [-0.69, -1.28, 0.16], [-0.38, -0.70, 0.95], [0.96, 0.90, 0.52], [-1.44, -1.05, -0.78], [-1.01, 0.80, -0.26], [-1.52, -1.28, 0.37], [0.88, -0.85, 0.59], [0.19, 1.19, -0.39], [-1.34, 0.13, -0.54], [1.12, 0.10, -0.75], [0.91, -0.49, -0.68], [0.19, -0.23, 1.18], [-0.64, 1.06, -0.16], [0.20, -1.41, -0.01], [1.33, 0.45, -0.77], [-0.17, 0.28, 0.00], [-0.17, -0.51, -0.10], [-0.28, -0.11, -0.06], [0.08, 0.18, 0.06], [0.21, 0.12, 0.03], [0.18, -0.09, -0.06], [0.14, -0.11, 0.10], [-0.08, 0.08, 0.00], [0.01, 0.16, -0.10], [-0.02, 0.13, 0.13], [-0.03, -0.14, -0.03], [0.10, 0.00, 0.02], [-0.26, -0.02, 0.08], [0.40, 0.46, 0.07], [-0.09, 0.39, 0.12], [-0.01, -0.39, -0.10], [-0.07, -0.14, -0.13], [0.15, -0.11, 0.00], [0.09, -0.04, -0.10], [-0.11, 0.06, 0.03], [-0.08, -0.09, 0.03], [-0.11, -0.11, -0.11], [0.13, 0.07, 0.05], [0.00, -0.04, -0.03], [0.15, 0.13, -0.21], [-0.51, 0.26, 0.25], [-0.20, 0.25, -0.12], [0.24, -0.20, -0.04], [0.12, -0.14, 0.04], [-0.07, -0.17, 0.07], [0.01, -0.07, 0.14], [0.05, 0.06, -0.07], [0.07, -0.07, -0.15], [0.24, 0.05, 0.05], [-0.15, 0.01, 0.03], [0.01, -0.08, 0.05], [0.10, 0.19, 0.18], [-0.11, 0.07, -0.60], [0.05, 0.21, -0.20], [0.02, -0.14, 0.29], [0.03, -0.08, 0.20], [0.02, -0.19, -0.04], [-0.14, -0.14, -0.01], [0.04, 0.10, 0.04], [0.13, -0.01, 0.12], [-0.06, 0.07, 0.14], [-0.03, -0.02, -0.14], [-0.01, -0.07, 0.04]],
  "lowdin_charge": [0.061, -0.111, -0.175, -0.172, -0.158, -0.295, -0.171, 0.130, -0.131, -0.193, 0.119, 0.054, 0.111, 0.082, 0.113, 0.120, 0.116, 0.117, 0.114, 0.123, 0.131, -0.066, -0.207, -0.044, -0.354, 0.013, 0.087, 0.088, 0.082, 0.079, 0.094, 0.087, 0.129, -0.057, -0.184, -0.047, -0.322, -0.015, 0.090, 0.081, 0.085, 0.092, 0.072, 0.088, 0.137, -0.066, -0.197, -0.039, -0.355, 0.005, 0.090, 0.071, 0.083, 0.097, 0.066, 0.090, 0.128, -0.058, -0.200, -0.036, -0.335, 0.003, 0.091, 0.091, 0.084, 0.073, 0.097, 0.090, 0.134],
  "smiles": "C#CCCC[C@@H](C#N)CC#N.CN(C)C=O.CN(C)C=O.CN(C)C=O.CN(C)C=O",
  "e_tot_ev": -39520.167,
  "homo_lumo_gap_ev": 9.32
}


{
  "formula": "CH2FIO2S",
  "method": "the ωB97M-V functional and the def2-TZVPD basis",
  "symbols": ["C", "O", "O", "F", "S", "I", "H", "H"],
  "coordinates": [[1.173, 0.138, -0.148], [-1.150, -1.158, 1.219], [-1.403, -1.054, -1.211], [1.056, 1.468, -0.245], [-0.915, -0.486, 0.015], [-2.070, 1.616, 0.229], [1.351, -0.209, 0.908], [1.959, -0.315, -0.768]],
  "atomic_forces_ev_per_a": [[-0.10, -2.37, 2.24], [-0.30, -1.91, 2.88], [-0.42, -0.37, -0.62], [0.17, 0.59, -0.27], [4.00, -1.06, -3.26], [-2.76, 4.04, 0.34], [0.06, 0.76, -0.78], [-0.65, 0.32, -0.53]],
  "lowdin_charge": [-0.232, -0.411, -0.419, -0.124, 0.208, 0.819, 0.074, 0.084],
  "relative_energy_ev": 1.445,
  "multiplicity": 3,
  "e_tot_ev": -26812.332,
  "homo_lumo_gap_ev": [7.52, 5.60]
}